63
Properties=species:S:1:pos:R:3 method="wB97M-V/def2-TZVPD" homo_energy_ev="-11.03 / -13.56" e_lumo_ev="-5.69 / -9.77" molar_mass_g_mol=660.16 e_tot_ha=-2563.60433 de_lowest_ev=1.545 orbital_gap_ev="5.337 / 3.789" s2=6.0554 spin_multiplicity=5 charge=+2
Pt 1.969 0.209 0.991
C -0.622 -1.099 5.436
N -1.050 -1.322 4.067
C -2.412 -1.392 3.708
C -2.463 -1.470 2.387
N -1.171 -1.329 1.878
C -0.309 -1.224 2.913
S 1.354 -0.978 2.900
H -1.389 -0.584 6.017
H 0.324 -0.646 5.532
H -0.617 -2.082 6.012
H -3.154 -1.504 4.484
H -3.357 -1.543 1.748
H -0.990 -1.496 0.884
Cl 3.339 -4.809 0.271
C 4.143 -3.221 0.305
C 5.194 -2.756 -0.469
C 5.613 -1.440 -0.259
C 4.797 -0.623 0.464
N 3.606 -1.009 0.993
C 3.478 -2.318 1.139
H 5.645 -3.440 -1.227
H 6.453 -1.068 -0.822
H 5.098 0.431 0.685
H 2.742 -2.749 1.847
O -2.486 2.958 0.912
S -3.829 3.331 0.388
C -4.101 2.242 -1.097
C -3.327 2.845 -2.296
C -3.435 4.413 -2.174
C -3.625 4.794 -0.692
H -5.184 2.311 -1.300
H -3.868 1.213 -0.813
H -3.805 2.547 -3.230
H -2.270 2.503 -2.220
H -4.306 4.851 -2.675
H -2.482 4.865 -2.534
H -4.546 5.326 -0.580
H -2.771 5.307 -0.236
C -0.210 -3.718 -2.648
C -1.041 -2.566 -2.026
C -2.161 -2.011 -2.891
O -0.795 -2.152 -0.884
H -0.166 -3.567 -3.702
H -0.607 -4.674 -2.373
H 0.825 -3.688 -2.210
H -2.602 -2.819 -3.477
H -1.801 -1.242 -3.560
H -2.901 -1.481 -2.294
C 1.258 -0.185 -1.970
O 2.481 0.625 -1.819
C 2.642 1.210 -0.635
C 3.665 2.314 -0.625
H 1.344 -0.570 -3.030
H 0.362 0.395 -1.777
H 1.310 -1.039 -1.280
H 3.333 3.105 0.045
H 3.805 2.744 -1.648
H 4.690 2.018 -0.289
N 0.299 1.637 1.378
H -0.594 1.425 0.910
H 0.585 2.560 1.062
H 0.093 1.638 2.403